This record from OMol25 describes a molecular structure, C24H43N2P3SeSn at a distorted geometry. The level of theory is ωB97M-V/def2-TZVPD.

CARTESIAN COORDINATES (ANGSTROEM)
Sn1 0.26 -0.42 0.56
P1 -1.22 -2.71 1.43
P2 2.06 -0.81 2.53
P3 1.84 -2.07 -1.00
H1 -2.89 4.27 -6.74
C1 -2.85 3.33 -7.30
C2 -3.93 2.55 -7.45
H2 -4.90 2.83 -7.01
C3 -2.69 -2.39 2.45
C4 -0.39 -4.07 2.33
C5 -1.92 -3.58 -0.02
C6 3.44 0.39 2.57
C7 1.29 -0.56 4.16
C8 2.97 -2.38 2.72
C9 1.10 -2.04 -2.67
C10 2.05 -3.85 -0.68
C11 3.53 -1.48 -1.30
H3 -1.89 3.07 -7.78
H4 -3.90 1.62 -8.03
H5 -3.36 -1.66 1.98
H6 -2.40 -2.01 3.43
H7 -3.25 -3.33 2.60
H8 -0.03 -3.71 3.31
H9 0.47 -4.45 1.76
H10 -1.11 -4.88 2.48
H11 -2.58 -2.90 -0.58
H12 -2.51 -4.45 0.33
H13 -1.13 -3.94 -0.70
H14 4.03 0.19 3.48
H15 3.07 1.43 2.60
H16 4.09 0.27 1.69
H17 2.06 -0.74 4.92
H18 0.45 -1.26 4.31
H19 0.92 0.47 4.26
H20 3.62 -2.26 3.60
H21 3.60 -2.58 1.84
H22 2.29 -3.23 2.89
H23 1.62 -2.78 -3.30
H24 1.19 -1.05 -3.12
H25 0.03 -2.31 -2.61
H26 2.69 -4.27 -1.47
H27 1.08 -4.38 -0.69
H28 2.52 -4.03 0.30
H29 4.06 -2.21 -1.93
H30 4.09 -1.36 -0.36
H31 3.50 -0.50 -1.81
C12 0.76 2.02 -2.28
C13 -0.58 1.67 -2.54
C14 -1.17 1.95 -3.77
C15 -0.48 2.71 -4.72
C16 0.83 3.15 -4.45
C17 1.45 2.79 -3.25
Se1 1.68 1.52 -0.68
H32 -0.98 -0.79 -0.69
H33 -1.14 1.14 -1.77
H34 -2.17 1.59 -4.00
H35 -0.97 2.98 -5.66
H36 1.37 3.76 -5.17
H37 2.47 3.10 -3.04
N1 -3.13 1.94 2.28
C18 -2.52 1.01 1.52
N2 -1.19 1.11 1.65
C19 -0.93 2.21 2.49
C20 0.26 2.82 2.88
C21 0.17 3.93 3.72
C22 -1.06 4.43 4.16
C23 -2.26 3.81 3.76
C24 -2.15 2.72 2.91
H38 -4.13 2.06 2.36
H39 -3.08 0.32 0.89
H40 1.20 2.42 2.49
H41 1.08 4.43 4.06
H42 -1.08 5.30 4.81
H43 -3.25 4.13 4.09

Results
E_LUMO (spin up / spin down) in eV: -13.4 / -15.3
E_HOMO (spin up / spin down) in eV: -18.184 / -18.186
Energy above the lowest of the compared OMol25 structures with the same formula, charge and spin in eV: 0.000
Calculated total energy in eV: -127569.224
Orbital gap (spin up / spin down) in eV: 4.740 / 2.879
M in g/mol: 650.22
Max |F| in eV/Å: 4.04
Net charge: +4